Record 1
32
Properties=species:S:1:pos:R:3:forces:R:3:nbo_charge:R:1 method="wB97M-V/def2-TZVPD" total_charge=+1 smiles="CC(C)[N@H+](C)[C@@H]1C=COC1(C)C" e_above_lowest_kj_mol=233.5 gap_ev=10.100
O -0.863819 2.270568 -1.684099 1.986 0.680 -0.298 -0.49
N 0.438932 -0.697355 0.279368 -0.062 0.382 1.882 -0.37
C -0.104355 -3.126566 -0.285983 0.201 -1.179 1.619 -0.65
C -1.872647 1.686769 -1.084905 -1.355 0.326 0.554 0.22
C -0.581833 -1.812230 0.326348 -0.960 -1.028 -0.631 -0.05
C 1.380624 1.512591 -1.944933 2.073 1.281 -1.867 -0.71
C 0.362248 2.063081 -0.967156 -0.676 -3.670 1.436 0.36
C 1.554497 -0.907963 1.309036 1.393 -2.427 -2.480 -0.42
C 0.631924 3.215640 -0.040388 -1.456 -1.199 1.823 -0.66
C -1.655226 0.843120 -0.076821 3.248 0.976 -1.461 -0.41
C -0.160299 0.731052 0.263252 -1.055 2.536 0.035 -0.10
C -1.339262 -1.998582 1.601956 0.694 0.184 1.616 -0.64
H 2.442899 1.450084 -1.590935 -1.051 -0.216 0.496 0.24
H -2.467068 0.389550 0.316193 -2.109 -1.519 1.736 0.23
H 0.526169 -3.039154 -1.131863 0.268 0.247 -1.229 0.22
H -0.330622 3.365219 0.579348 1.369 0.011 -1.067 0.24
H 1.409385 3.000079 0.724129 -0.185 0.177 -0.868 0.23
H -0.750427 -2.126204 2.516136 0.332 -0.518 -0.304 0.22
H 0.038351 1.219671 1.287238 0.022 -1.126 -1.503 0.22
H 1.735555 -2.073768 1.281176 -0.216 2.389 0.251 0.24
H -0.909895 -3.857136 -0.433513 -0.443 0.926 -0.705 0.26
H 1.256514 -0.620605 2.276891 -0.416 0.532 0.962 0.23
H -2.066859 -2.798365 1.553685 0.132 -0.321 -0.306 0.26
H 1.595078 2.284480 -2.787848 -0.924 -1.096 1.177 0.27
H -1.341497 -1.475737 -0.339284 -0.403 0.511 -0.887 0.23
H -1.898296 -1.135980 1.856917 -0.733 1.094 -0.037 0.22
H 0.819834 4.068112 -0.619854 0.450 1.460 -0.527 0.24
H 2.518529 -0.417018 0.951316 -1.495 -0.394 0.574 0.24
H 1.155132 0.552885 -2.491801 -0.286 0.967 0.815 0.23
H 0.872861 -0.853996 -0.591989 0.739 0.090 -1.544 0.43
H -2.832708 2.089979 -1.427789 0.235 -0.651 0.070 0.22
H 0.436282 -3.802222 0.376173 0.683 0.575 0.669 0.23

***

Record 2
39
Properties=species:S:1:pos:R:3:forces:R:3:nbo_charge:R:1 method="wB97M-V/def2-TZVPD" total_charge=+1 gap_ev=6.912
O -4.171211 1.328921 -3.886326 2.311 -0.989 1.554 -0.90
O 2.025441 -2.228873 1.482342 -0.401 -0.387 0.510 -0.56
O -1.806355 0.593160 -3.948523 -0.589 0.516 2.790 -0.72
O -3.581792 -0.835341 -2.798907 1.225 2.236 -0.637 -0.94
O -2.600211 2.096807 0.106673 3.463 0.780 -3.742 -0.55
O -1.441285 0.967846 -1.516284 -1.153 2.206 -0.516 -0.55
N 0.729412 -0.091788 2.396891 -0.073 0.150 -0.686 -0.68
C 0.855149 -2.519801 2.243332 -0.210 0.415 -0.951 -0.09
C 0.443023 0.486530 -2.979921 -0.545 -1.090 0.939 -0.11
C 1.456917 -1.293894 4.400453 -0.051 0.271 0.234 -0.64
C -1.287191 3.516054 -1.635800 -0.060 -1.732 -0.587 -0.53
C -1.032421 1.166097 -2.891110 4.051 2.204 0.248 0.48
C 3.223795 -2.818579 1.993387 0.439 0.207 -0.101 -0.26
C -1.844999 2.212278 -0.893339 -3.160 -0.875 2.398 0.78
C 0.540659 -1.355394 3.186408 0.348 -0.434 0.732 -0.07
C -0.723117 2.770331 -2.963644 1.277 0.481 0.236 -0.47
C 0.980434 -0.238021 -1.835141 -0.622 0.447 -1.481 -0.51
B -3.175908 0.330369 -3.546889 -1.658 0.094 0.498 1.36
H 0.887851 -1.386753 -1.813197 2.077 1.774 -0.631 0.24
H 0.775530 0.751101 2.972524 -0.099 -0.137 0.057 0.44
H 1.493040 -2.261404 4.905527 -0.044 0.112 -0.101 0.25
H -0.009451 0.027220 1.693280 0.024 0.068 0.082 0.45
H 0.037071 -2.607859 1.519339 0.074 -0.041 0.007 0.21
H 3.033203 -3.739360 2.549988 -0.097 0.094 -0.065 0.19
H -0.501964 -1.384657 3.509058 0.047 -0.035 -0.124 0.23
H -0.952810 3.237583 -3.982188 0.030 -0.603 1.632 0.26
H 1.013036 0.616750 -3.964611 -1.681 -1.642 0.739 0.23
H 0.918446 -3.477410 2.767286 0.078 0.237 0.149 0.22
H -0.519288 3.950343 -0.908469 -0.733 -0.662 -1.342 0.26
H -3.810580 2.172949 -3.518568 -0.537 -0.616 -1.010 0.49
H 1.447181 0.358929 -0.983212 -2.227 -0.909 -0.113 0.18
H 3.739022 -2.098230 2.632413 0.082 -0.163 0.098 0.17
H -2.003107 4.365573 -1.890516 0.450 -1.582 0.710 0.27
H -3.607995 -0.599055 -1.841898 -0.168 -0.307 -1.008 0.51
H 3.875540 -3.046865 1.150078 -0.136 0.019 0.005 0.22
H 0.418236 2.782826 -2.833228 -1.637 0.253 -0.537 0.23
H 1.089414 -0.557288 5.120709 0.029 -0.083 -0.012 0.23
H 1.609646 -0.184744 1.864352 -0.083 -0.151 0.100 0.46
H 2.477636 -1.006348 4.137730 -0.041 -0.128 -0.075 0.22

***

Record 3
39
Properties=species:S:1:pos:R:3:forces:R:3:nbo_charge:R:1 method="wB97M-V/def2-TZVPD" total_charge=+1 gap_ev=9.400
Br -5.662700 4.193168 -0.259303 0.180 0.038 0.053 0.01
Br -0.189263 -3.381612 -2.224975 -0.009 -0.051 -0.077 -0.03
Br -2.540871 -0.555144 -2.563949 0.077 0.028 -0.003 -0.03
Br -2.829399 3.350291 1.950133 0.093 -0.172 0.026 -0.01
N 0.182762 1.395705 1.650807 3.708 -4.169 -0.746 -0.52
N 4.036435 -2.039359 0.716024 -0.368 0.340 0.578 -0.90
N -1.197120 -2.248321 0.979495 0.507 1.172 -0.355 -0.83
N 1.370019 -0.671422 1.272756 -1.704 5.392 1.013 -0.53
C -3.039445 3.081496 0.028638 0.259 0.021 -0.114 -0.44
C 1.616103 1.691205 1.775173 0.141 -4.648 -0.969 -0.08
C -3.747591 4.249042 -0.612689 -0.358 0.012 -0.177 -0.46
C -1.737228 -1.682947 -3.937008 -0.144 0.050 -0.099 -0.44
C -1.653847 -3.120027 -3.485402 0.083 -0.101 -0.130 -0.44
C 2.356344 0.353929 1.519614 -2.271 4.459 0.986 0.18
C 0.065996 -0.025637 1.341779 0.437 1.197 0.442 0.44
C -1.365363 -0.780167 1.151589 0.379 0.326 0.468 -0.27
C 3.927278 0.421071 1.628445 0.260 0.003 0.152 -0.46
C 4.757037 -0.915193 1.367772 1.488 0.181 -0.225 -0.23
H 2.077094 2.705770 2.034489 -1.055 -1.812 -0.508 0.27
H 5.662316 -0.629168 0.697055 -1.423 -0.363 1.313 0.21
H 4.154602 -2.909579 1.247628 0.117 0.551 -0.737 0.39
H -2.022707 2.988490 -0.358501 -0.109 0.067 -0.034 0.22
H -1.120960 -2.520651 -0.017682 0.154 0.310 0.991 0.39
H 5.196461 -1.270461 2.365059 -0.723 0.466 -1.475 0.21
H -1.927106 -0.283949 0.270289 1.099 -0.991 1.331 0.25
H 4.196194 0.796717 2.692920 -0.645 -0.652 -1.738 0.25
H -2.395803 -1.589325 -4.802224 0.053 -0.067 0.122 0.24
H -2.021875 -0.614489 2.093511 1.359 0.072 -1.409 0.24
H -0.594438 2.079613 1.784469 0.466 -0.912 -0.131 0.47
H -3.387413 5.217010 -0.263216 0.020 -0.209 -0.004 0.24
H -3.562133 2.133798 -0.104770 -0.036 0.211 0.016 0.23
H 1.612247 -1.656379 1.103919 -0.201 0.669 -0.124 0.49
H -0.766344 -1.248867 -4.176749 -0.133 -0.135 0.076 0.24
H -2.561886 -3.471857 -2.995246 0.133 0.127 -0.071 0.24
H 4.320119 1.250997 0.921104 -0.972 -1.411 1.022 0.25
H -3.657385 4.203328 -1.699417 0.079 -0.067 0.140 0.24
H -0.373942 -2.571966 1.517746 -0.970 0.021 -0.548 0.35
H -1.423936 -3.774986 -4.327494 -0.007 0.124 0.073 0.24
H 4.247760 -2.150108 -0.281781 0.037 -0.078 0.868 0.39

***

Record 4
44
Properties=species:S:1:pos:R:3:forces:R:3:nbo_charge:R:1 method="wB97M-V/def2-TZVPD" smiles="C[C@@H](F)OC(=O)N(CCCO)P(=O)(O)O.ClCCCl.ClCCCl" gap_ev=9.968
Cl -5.094021 -1.409358 2.650451 0.044 0.019 -0.009 -0.05
Cl 1.151669 -0.324185 2.746141 0.203 -0.003 -0.006 -0.06
Cl 3.210800 2.397082 2.432762 -0.007 -0.017 -0.034 -0.05
Cl -2.242290 0.454683 2.447597 -0.216 0.493 0.125 -0.07
P 0.777460 -1.039596 -4.834142 -2.091 3.336 -4.303 2.38
F -0.896407 3.323063 -1.874680 1.420 -2.288 0.100 -0.37
O 0.509567 1.803780 -2.883818 0.081 -2.086 1.175 -0.51
O 2.365003 -1.303228 -5.401531 -2.600 -0.214 1.086 -0.96
O 0.219621 0.160946 -5.628935 1.421 -2.895 2.177 -1.10
O 2.532719 0.758387 -2.505555 -5.166 -0.907 -1.025 -0.52
O -1.274459 -1.919508 0.799976 0.417 0.798 -1.369 -0.73
O -0.219960 -2.386081 -5.227254 1.935 1.844 1.336 -0.97
N 0.701248 -0.663271 -3.126898 1.013 -0.749 -0.949 -0.82
C 0.694539 -1.665387 -0.709193 -0.533 -0.474 -1.366 -0.43
C -3.230113 0.161202 3.900337 -0.162 -0.123 0.303 -0.38
C 1.819863 2.225741 3.531252 -0.147 0.026 0.121 -0.39
C -3.842800 -1.224946 3.903993 0.105 -0.051 0.134 -0.39
C 1.660831 0.804876 4.030910 -0.004 0.099 0.184 -0.39
C 1.195336 -1.784333 -2.260464 -0.018 -1.196 1.900 -0.25
C -0.044222 2.174823 -1.606348 -0.093 1.984 1.447 0.48
C 1.312747 0.634846 -2.804311 4.172 1.616 0.557 0.92
C -0.872098 -2.069934 -0.593632 0.821 0.517 -0.036 -0.08
C 1.044847 2.689689 -0.546894 -0.182 -0.189 -0.212 -0.69
H 1.580358 1.788986 -0.071155 -0.744 1.426 -0.738 0.23
H -1.126296 -0.969027 1.040182 -0.259 -1.381 -0.256 0.47
H -3.994323 0.938565 3.953170 0.080 -0.128 -0.140 0.23
H 0.720128 -2.767648 -2.641479 0.905 1.624 0.284 0.23
H 2.590485 0.428848 4.461566 -0.088 0.040 -0.160 0.23
H 1.807963 3.367088 -1.064710 -1.110 -1.075 0.691 0.25
H 1.999870 2.896378 4.374065 0.006 -0.134 -0.037 0.23
H 0.926371 2.570426 3.006908 0.121 -0.130 -0.006 0.22
H 1.337616 -2.416453 -0.117567 -1.042 1.403 -0.695 0.23
H -4.327172 -1.413140 4.864478 0.043 0.124 -0.077 0.22
H -1.051929 -2.020628 -5.615870 0.982 0.062 0.459 0.53
H 2.331546 -1.871914 -2.228034 -1.490 0.207 -0.403 0.23
H -2.568550 0.276074 4.761381 -0.027 -0.098 -0.094 0.22
H -0.702786 1.377185 -1.122639 0.698 0.862 -1.064 0.15
H 0.888706 0.768030 4.802200 0.028 0.073 -0.108 0.22
H -1.484967 -1.406928 -1.314368 0.820 -0.867 1.173 0.17
H -1.072550 -3.153747 -0.901171 0.481 1.482 0.584 0.19
H 2.393878 -0.910638 -6.313722 -0.343 -0.339 1.120 0.53
H -3.088349 -1.997796 3.745965 -0.069 0.152 -0.101 0.23
H 0.519894 3.298123 0.284019 0.688 -1.114 -1.420 0.23
H 0.840229 -0.581073 -0.342984 -0.093 -1.726 -0.350 0.20

***

Record 5
44
Properties=species:S:1:pos:R:3:forces:R:3:nbo_charge:R:1 method="wB97M-V/def2-TZVPD" total_charge=+3 e_above_lowest_kj_mol=0.0 spin_multiplicity=5 gap_ev="7.158 / 4.831"
Pd -0.222849 -0.039716 0.431040 -0.514 0.402 -1.781 0.77
Cl -1.919155 0.247162 -1.940728 0.524 -0.262 1.283 -0.32
S -0.216559 0.278272 3.224116 -0.702 -1.025 2.956 2.22
P -0.094331 -2.253763 -0.426400 -0.255 -2.776 0.247 1.14
P -0.258641 2.347758 -0.253968 -0.894 3.346 0.579 1.13
F 1.079297 -0.891728 5.236169 -0.987 -0.064 -1.863 -0.25
F -0.420374 -2.177165 4.254268 0.970 1.576 -0.531 -0.27
F 1.481919 -1.716010 3.239176 -0.935 0.601 0.382 -0.31
O 1.757785 0.726958 -2.223441 -5.529 -0.619 -1.121 -0.32
O 2.894904 0.163438 0.959677 -3.915 0.348 -0.331 -0.34
O 0.966506 0.968451 2.651838 -1.533 0.309 0.626 -0.73
O -0.966293 1.015206 4.223130 0.833 -0.125 -1.148 -0.59
O -1.135006 -0.348253 2.212726 0.263 0.950 0.763 -0.83
C -1.446314 -2.942888 0.575200 -0.429 0.864 0.218 -0.97
C -0.320859 -2.929230 -2.088897 0.041 0.723 -0.106 -0.96
C 0.719380 0.506630 -2.737226 6.965 0.176 0.906 0.92
C 1.397391 -3.029413 0.239070 0.438 0.743 -0.128 -0.98
C 1.746253 0.226893 0.883253 5.399 -0.839 -0.435 0.51
C -0.657333 3.217229 -1.804947 -0.080 -0.862 -0.414 -0.96
C 0.514514 -1.219217 4.060166 0.935 -1.758 1.930 0.75
C -1.594643 2.863310 0.886362 -0.223 -1.020 0.146 -0.97
C 1.191096 3.260974 0.366427 0.434 -1.068 -0.109 -0.97
C 0.131739 0.131375 -3.982401 -1.597 -0.282 -0.531 -0.81
H -1.261082 2.850212 1.930455 0.058 0.107 -0.221 0.27
H -2.418176 2.148178 0.793723 -0.176 0.283 0.025 0.27
H -0.495988 1.053472 -4.174786 0.295 -1.083 -0.594 0.35
H 2.038885 2.983850 -0.271135 0.125 0.315 0.231 0.26
H -0.867780 4.274376 -1.577766 0.166 -0.332 0.036 0.31
H 1.518264 -2.795870 1.304802 -0.042 -0.207 -0.345 0.28
H -0.388665 -4.028994 -1.987975 0.074 0.464 -0.110 0.31
H -0.543505 -0.766848 -3.783838 0.850 1.308 -0.717 0.34
H -2.352264 -2.359164 0.373588 -0.068 -0.299 0.054 0.28
H -1.620916 -3.987398 0.304254 0.132 -0.001 -0.111 0.31
H 1.007088 4.342171 0.290735 -0.123 -0.274 0.011 0.31
H -1.953226 3.863217 0.619867 0.156 -0.086 -0.061 0.31
H 2.255819 -2.635703 -0.316452 0.097 -0.248 0.155 0.27
H 0.980012 -0.046079 -4.707330 -0.764 0.295 0.640 0.36
H 0.205685 3.141677 -2.478191 -0.192 0.280 -0.002 0.25
H -1.532708 2.728232 -2.253525 0.248 0.524 0.051 0.28
H 0.557831 -2.638738 -2.688712 -0.381 -0.381 -0.012 0.26
H -1.227521 -2.863322 1.647001 0.036 -0.099 -0.275 0.28
H -1.252715 -2.506252 -2.497409 0.332 -0.401 -0.021 0.28
H 1.383917 2.950912 1.401795 0.072 0.374 -0.298 0.27
H 1.338606 -4.114187 0.086301 -0.103 0.123 0.022 0.31

***

Record 6
39
Properties=species:S:1:pos:R:3:forces:R:3:nbo_charge:R:1 method="wB97M-V/def2-TZVPD" total_charge=+2 gap_ev=6.552
I -1.505347 2.931282 -2.710037 -0.385 -0.322 -0.240 0.23
In -0.494381 0.912441 -1.184088 1.545 -0.492 1.803 1.05
Cl 0.812281 2.455777 0.122986 -0.598 -0.115 -0.751 -0.51
P 1.342649 -0.733452 -1.958452 1.088 -0.440 -0.871 0.97
O -0.935465 -1.882475 0.945437 0.173 2.188 -0.938 -0.43
O 0.657498 -0.024431 1.700047 -1.339 0.106 0.217 -0.66
O -3.057821 0.409864 -3.670158 1.151 3.995 -0.662 -0.42
N 1.058524 0.987760 3.634346 -1.131 -0.230 -1.018 -0.37
C 0.723057 1.532835 4.943056 -0.452 0.175 0.115 -0.42
C -0.776777 -0.803465 0.565933 -0.362 -1.535 0.536 0.51
C 2.985218 -0.062140 -1.525010 -0.160 0.369 0.277 -0.94
C 1.297966 -0.683245 -3.776556 -0.217 0.052 0.097 -0.95
C -2.881025 1.545429 -4.024367 -1.726 -3.588 -0.359 0.63
C -1.250526 1.109880 2.738825 0.025 -0.207 0.453 -0.72
C 2.460821 0.767712 3.337521 0.529 -0.251 -0.107 -0.41
C 1.471009 -2.507398 -1.524479 -0.620 -0.137 0.346 -0.94
C -3.443183 2.297089 -5.220753 0.081 0.281 0.310 -0.75
C 0.167323 0.633641 2.684644 2.062 -0.133 0.260 0.72
H -1.373077 1.867943 1.960385 0.049 0.045 0.144 0.25
H 0.482460 -2.990078 -1.648686 0.564 0.088 0.073 0.27
H 0.057243 0.840051 5.472858 0.164 0.299 0.008 0.22
H 2.754776 1.373042 2.470844 -0.016 -0.276 0.121 0.22
H -4.252579 1.724093 -5.706069 0.459 0.010 0.450 0.30
H -1.982872 0.315063 2.562245 0.231 0.052 0.129 0.25
H 1.099012 0.345063 -4.103696 0.147 -0.236 -0.068 0.25
H 2.643715 -0.293712 3.143799 0.084 0.225 -0.065 0.22
H -1.434778 1.556175 3.716089 -0.263 0.020 -0.248 0.26
H 3.674973 -0.259258 -2.361453 -0.261 0.073 0.314 0.27
H 3.361661 -0.546592 -0.610709 -0.204 0.198 -0.304 0.28
H -2.650440 2.504713 -5.948409 0.072 -0.198 0.190 0.29
H 2.268583 -1.015916 -4.156718 -0.213 0.024 -0.071 0.27
H 3.054037 1.075437 4.196736 -0.050 -0.046 -0.140 0.22
H 0.257105 2.522058 4.850259 0.139 -0.219 0.175 0.22
H 1.661130 1.622742 5.489946 -0.344 0.075 0.095 0.24
H 0.499655 -1.340593 -4.140814 0.177 0.134 -0.021 0.27
H 2.897184 1.018065 -1.338540 0.235 -0.309 -0.104 0.28
H 2.210420 -2.999228 -2.194418 -0.427 0.482 0.341 0.29
H 1.799523 -2.613232 -0.471092 -0.227 0.062 -0.581 0.28
H -3.818650 3.277560 -4.904753 0.023 -0.218 0.094 0.28

***

no.,electronic energy (hartree)
1,-522.68622
2,-924.33704
3,-10908.40883
4,-3181.83385
5,-2737.05541
6,-1962.92634